Record 1
One molecule with the formula C12H28N2O8P2. Source: the OMol25 dataset; level of theory: ωB97M-V with the def2-TZVPD basis set.

Geometry as ORCA input:
```
! RIJCOSX wB97M-V def2-TZVPD def2/J DEFGRID3
* xyz 0 1
C -1.797 1.482 2.477
C -2.151 0.137 3.088
O -1.218 -0.155 4.118
C -1.081 -1.512 4.426
C -0.383 -2.355 3.362
O 0.653 -1.569 2.747
C 1.395 -2.210 1.839
O 1.821 -3.328 1.970
N 1.591 -1.418 0.669
C 0.517 -1.728 -0.326
C -0.562 -0.637 -0.365
C -0.939 -0.204 -1.803
P -1.481 1.529 -1.835
O -2.898 1.643 -1.489
O -1.084 2.183 -3.236
C -0.748 1.448 -4.419
C -1.946 0.765 -5.044
O -0.554 2.312 -0.801
C 0.851 2.455 -1.060
C 1.428 3.408 -0.041
P 3.184 -1.523 0.097
N 4.222 -1.100 1.143
O 3.352 -2.943 -0.614
O 3.085 -0.518 -1.155
H -2.681 1.995 2.104
H -1.077 1.374 1.669
H -1.336 2.098 3.250
H -3.166 0.159 3.503
H -2.130 -0.646 2.321
H -2.056 -1.982 4.618
H -0.503 -1.555 5.349
H -1.078 -2.658 2.575
H 0.048 -3.237 3.837
H 0.077 -2.696 -0.069
H 0.990 -1.849 -1.300
H -0.191 0.213 0.201
H -1.467 -1.015 0.109
H -0.106 -0.409 -2.476
H -1.820 -0.760 -2.125
H -0.351 2.191 -5.109
H 0.065 0.747 -4.223
H -1.602 0.147 -5.875
H -2.655 1.494 -5.432
H -2.469 0.114 -4.343
H 1.006 2.819 -2.077
H 1.336 1.477 -0.979
H 2.508 3.485 -0.155
H 1.213 3.049 0.967
H 0.973 4.393 -0.139
H 4.933 -1.791 1.341
H 2.660 -3.572 -0.375
H 3.621 0.251 -0.917
*
```

Computed properties:
energy: -50839.5956 eV
M: 390.31 g mol⁻¹
orbital gap: 10.02 eV
HOMO: -9.619 eV
SMILES string: CCOCCOC(=O)N(CCCP(=O)(OCC)OCC)P(=N)(O)O

Results of the natural (NBO) charge analysis, in e, for atoms 1 through 8: -0.627 -0.062 -0.524 -0.076 -0.100 -0.502 0.938 -0.600

***

Record 2
C5H5BrN2O3 as an isolated structure at a distorted geometry. Source: the OMol25 dataset; level of theory: ωB97M-V with the def2-TZVPD basis set.

Geometry as ORCA input:
```
! RIJCOSX wB97M-V def2-TZVPD def2/J DEFGRID3
* xyz 0 1
C -1.244 -1.440 0.164
C -0.966 -0.509 1.053
C -0.450 -1.506 -1.016
C 0.166 0.514 0.826
C 1.113 -0.159 -0.217
N 0.659 -0.982 -1.190
N -0.319 1.804 0.489
O 0.273 2.735 1.025
O -1.247 1.846 -0.312
O 1.420 1.315 -1.358
Br 2.893 -0.392 0.398
H -2.073 -2.070 0.264
H -1.538 -0.438 2.088
H -0.827 -1.943 -1.911
H 0.613 0.532 1.783
H 1.528 0.693 -2.084
*
```

Computed properties:
energy: -84424.7624 eV
M: 221.01 g mol⁻¹
energy above the lowest of the compared OMol25 structures with the same formula, charge and spin: 55.0 kcal per mole
orbital gap (alpha / beta): 8.94 / 8.94 eV
HOMO (alpha / beta): -10.125 / -10.126 eV

Results of the natural (NBO) charge analysis, in e, for atoms 1 through 8: -0.292 -0.079 0.160 -0.251 0.333 -0.475 0.532 -0.338

***

Record 3
One molecule with the formula CH5N3S at a distorted geometry. Source: the OMol25 dataset; level of theory: ωB97M-V with the def2-TZVPD basis set.

Geometry as ORCA input:
```
! RIJCOSX wB97M-V def2-TZVPD def2/J DEFGRID3
* xyz 0 1
C 1.797 0.978 -0.014
N -2.387 -0.789 0.230
N -1.195 -0.076 -0.020
N -0.286 -0.993 -0.050
S 1.290 -0.801 -0.141
H 2.968 1.150 -0.111
H 1.555 1.414 1.094
H 1.296 1.618 -0.782
H -3.221 -0.818 -0.447
H -1.818 -1.683 0.241
*
```

Computed properties:
energy: -16420.0797 eV
M: 91.14 g mol⁻¹
energy above the lowest of the compared OMol25 structures with the same formula, charge and spin: 74.7 kcal per mole
orbital gap: 9.11 eV
HOMO: -8.460 eV
SMILES string: CS/N=N/N

Results of the natural (NBO) charge analysis, in e, for atoms 1 through 8: -0.828 -0.673 -0.029 -0.469 0.531 0.254 0.237 0.237

***

Record 4
C38H34IrN8O3PS as an isolated structure at a distorted geometry. Source: the OMol25 dataset; level of theory: ωB97M-V with the def2-TZVPD basis set.

Geometry as ORCA input:
```
! RIJCOSX wB97M-V def2-TZVPD def2/J DEFGRID3
* xyz 2 5
Ir 0.362 -0.087 0.407
N 0.170 0.777 4.633
C -0.181 -0.108 3.714
N -0.017 0.460 2.532
C 0.478 1.709 2.818
N 0.602 1.947 4.087
C 0.875 2.614 1.737
C 1.357 3.887 1.942
N 1.767 4.647 0.920
C 1.682 4.120 -0.306
C 1.197 2.844 -0.521
N 0.794 2.099 0.511
H 0.165 0.669 5.632
H -0.557 -1.106 3.916
H 1.427 4.292 2.947
H 2.016 4.730 -1.140
H 1.137 2.411 -1.510
O -2.413 -0.602 -1.162
N -1.504 -1.252 -0.395
C -2.034 -2.315 0.041
C -1.379 -3.386 0.800
C -2.236 -4.324 1.360
C -1.741 -5.413 2.062
C -0.373 -5.574 2.190
C 0.497 -4.646 1.618
C 0.008 -3.547 0.921
P 1.142 -2.389 0.093
C 1.077 -2.853 -1.644
C 1.299 -4.193 -1.973
C 1.292 -4.588 -3.303
C 1.056 -3.651 -4.304
C 0.819 -2.320 -3.979
C 0.828 -1.919 -2.650
C 2.773 -2.801 0.719
C 3.808 -3.129 -0.153
C 5.091 -3.347 0.344
C 5.341 -3.213 1.699
C 4.311 -2.863 2.575
C 3.033 -2.654 2.087
H -2.117 0.335 -1.265
H -3.085 -2.451 -0.203
H -3.310 -4.196 1.244
H -2.424 -6.141 2.491
H 0.029 -6.431 2.721
H 1.564 -4.799 1.702
H 1.479 -4.928 -1.192
H 1.470 -5.629 -3.558
H 1.057 -3.963 -5.345
H 0.635 -1.594 -4.763
H 0.661 -0.880 -2.405
H 3.614 -3.232 -1.216
H 5.896 -3.606 -0.337
H 6.346 -3.375 2.082
H 4.516 -2.742 3.633
H 2.229 -2.376 2.765
C -6.804 3.218 -2.069
C -5.782 3.438 -1.000
C -5.986 4.134 0.144
C -4.936 4.246 1.087
N -3.730 3.682 0.870
C -3.510 3.016 -0.263
S -1.969 2.367 -0.664
N -4.546 2.885 -1.183
C -5.121 5.001 2.377
H -7.704 3.790 -1.865
H -7.074 2.159 -2.124
H -6.416 3.513 -3.048
H -6.944 4.602 0.322
H -4.351 2.382 -2.023
H -6.050 5.570 2.391
H -4.278 5.674 2.535
H -5.129 4.299 3.218
O 2.533 0.223 1.259
C 3.018 0.230 0.099
O 2.203 0.156 -0.893
C 4.469 0.317 -0.123
C 5.308 0.567 0.958
C 6.677 0.645 0.759
C 7.202 0.468 -0.519
C 6.358 0.208 -1.601
C 4.987 0.138 -1.403
H 4.880 0.703 1.947
H 7.338 0.854 1.594
H 8.275 0.532 -0.676
H 6.773 0.072 -2.595
H 4.313 -0.061 -2.234
*
```

Computed properties:
expectation value of S²: 6.028
energy: -80966.4611 eV
M: 906.00 g mol⁻¹
energy above the lowest of the compared OMol25 structures with the same formula, charge and spin: 26.2 kcal per mole
orbital gap (alpha / beta): 2.73 / 6.15 eV
HOMO (alpha / beta): -9.511 / -13.799 eV

Results of the Löwdin charge analysis, in e, for atoms 1 through 8: 1.322 0.074 -0.099 -0.004 -0.305 0.187 -0.203 -0.016